# 1
Below is a molecular structure, C34H41ClGeI2N3O2RuS2Si, with properties calculated with the ωB97M-V functional and the def2-TZVPD basis.

max |F| = 0.45 eV Å⁻¹
DFT total energy = -161862.1343 eV
E_HOMO (spin up / spin down) = -8.246 / -8.213 eV
molecular weight = 1078.88 g mol⁻¹
Kohn-Sham gap (spin up / spin down) = 0.26894 / 0.22589 Ha
spin multiplicity = 2

The geometry in XYZ format:
```
88
Properties=species:S:1:pos:R:3:forces:R:3
Ru 0.30748 -0.46399 -0.64942 -0.184 -0.148 0.388
C 2.48792 4.18434 -2.75563 -0.036 0.037 -0.001
Si 3.85878 2.94185 -3.00119 0.015 0.002 0.028
C 3.73986 2.10856 -4.66852 -0.016 -0.029 -0.004
C 5.53402 3.75225 -2.81154 -0.001 0.013 0.007
C 3.69558 1.65602 -1.62317 -0.002 -0.008 -0.017
C 4.63101 1.49130 -0.61316 0.004 -0.013 0.014
C 4.42394 0.59816 0.44193 0.006 0.031 -0.036
C 3.23950 -0.09504 0.50346 -0.015 0.032 0.024
N 2.31811 0.06199 -0.45426 0.122 0.053 -0.127
C 2.55249 0.85857 -1.50166 -0.048 -0.006 -0.046
S 1.20181 0.68058 -2.57302 0.153 -0.062 0.098
H 2.45396 4.90121 -3.57979 -0.003 -0.010 0.000
H 2.62722 4.74273 -1.82714 0.017 -0.012 0.001
H 1.51694 3.68715 -2.69157 0.017 0.006 -0.018
H 3.94341 2.82517 -5.46780 -0.002 0.009 0.013
H 2.74650 1.69101 -4.84144 0.002 -0.008 -0.001
H 4.46370 1.29520 -4.75267 -0.001 0.007 -0.005
H 5.67240 4.49921 -3.59659 0.000 -0.003 0.006
H 6.34926 3.03052 -2.89716 -0.004 -0.001 -0.003
H 5.62835 4.26519 -1.85182 0.005 -0.005 -0.006
H 5.54852 2.06831 -0.63766 -0.002 -0.007 0.008
H 5.16664 0.45674 1.21351 0.003 -0.002 -0.006
H 3.00502 -0.78770 1.29893 -0.009 -0.001 -0.006
I 1.43739 -2.98399 -0.59537 -0.077 0.160 -0.015
C -0.34185 -1.51701 -2.45008 -0.225 0.186 -0.160
I -1.65487 -0.45569 -3.77896 0.076 -0.034 0.149
H -0.96618 -2.29254 -2.03304 0.056 -0.064 -0.037
H 0.47284 -1.86482 -3.06564 0.026 -0.043 0.053
Cl -0.13084 1.76651 -0.03209 -0.030 -0.162 -0.031
S 0.47165 -0.67922 1.83419 -0.222 0.074 -0.088
C -0.87987 -1.64356 2.35924 0.232 -0.070 -0.024
N -1.56424 -1.19151 3.39504 0.032 -0.057 0.141
C -2.71063 -1.88459 3.97080 0.052 0.039 -0.018
C -2.62900 -3.37097 3.66754 -0.011 -0.006 -0.006
C -2.34368 -3.57909 2.18870 0.019 0.021 0.038
N -1.15020 -2.82402 1.83783 -0.029 -0.006 -0.049
H -1.38530 -0.23689 3.67686 -0.007 -0.001 -0.032
H -3.61692 -1.45076 3.54768 -0.052 0.001 -0.020
H -2.70500 -1.70457 5.04658 -0.023 -0.005 -0.044
H -3.57075 -3.84680 3.93921 0.006 -0.008 0.001
H -1.83563 -3.83186 4.25989 0.004 0.006 -0.006
H -3.18090 -3.23407 1.57897 0.005 -0.001 -0.006
H -2.14681 -4.62839 1.97476 -0.018 -0.002 -0.026
H -0.59234 -3.10440 1.04084 0.011 0.002 0.020
O -3.27458 -0.78506 1.07838 -0.043 0.062 0.079
C -2.70359 -0.31972 0.10997 0.141 -0.190 0.025
O -1.63416 -0.90590 -0.40179 0.018 0.167 -0.230
C -3.28366 0.83637 -0.67620 0.114 -0.016 -0.002
C -4.29695 1.66038 0.11096 -0.010 -0.045 -0.037
Ge -3.61898 3.00340 1.35946 -0.012 0.086 0.107
C -2.40244 4.30717 0.56587 0.026 -0.002 0.094
C -1.84162 5.26625 1.41124 0.009 0.015 -0.047
C -0.97568 6.23271 0.92140 0.001 0.000 -0.033
C -0.66306 6.25787 -0.43202 0.001 -0.009 0.023
C -1.22296 5.32021 -1.28631 -0.017 -0.011 -0.009
C -2.08608 4.35232 -0.78839 -0.037 -0.012 -0.061
C -2.78206 2.26979 2.97795 0.029 0.020 -0.001
C -3.57066 1.61878 3.92982 -0.003 0.014 -0.033
C -3.03754 1.20424 5.14235 -0.012 0.059 0.021
C -1.69454 1.43097 5.42334 0.022 -0.007 -0.007
C -0.89033 2.05550 4.47802 -0.027 -0.020 -0.005
C -1.43326 2.47281 3.26630 -0.032 -0.012 0.054
C -5.16853 4.02678 2.00678 -0.030 -0.036 -0.080
C -6.22198 4.31674 1.13759 0.031 -0.016 0.027
C -7.29679 5.09430 1.54459 -0.004 0.007 0.014
C -7.33407 5.60298 2.83549 -0.013 -0.001 -0.019
C -6.29424 5.33048 3.71154 0.019 -0.005 0.008
C -5.22281 4.54849 3.29863 0.012 -0.016 -0.005
H -3.76799 0.37178 -1.54007 -0.020 -0.043 0.007
H -2.46068 1.42170 -1.08036 -0.031 0.040 -0.013
H -4.92082 0.98959 0.70540 -0.032 -0.002 -0.037
H -4.96416 2.17354 -0.58511 0.025 0.042 0.009
H -2.08393 5.25851 2.46963 0.015 0.022 -0.012
H -0.54645 6.96648 1.59224 0.000 0.001 0.001
H 0.01526 7.00780 -0.81933 -0.001 0.003 0.001
H -0.98280 5.33556 -2.34226 0.004 -0.001 0.003
H -2.50477 3.62273 -1.47374 0.014 0.018 0.033
H -4.62367 1.44787 3.73109 -0.007 0.007 0.002
H -3.67176 0.71767 5.87374 0.003 0.002 0.001
H -1.27563 1.11739 6.37187 -0.005 0.005 -0.001
H 0.16040 2.22042 4.68202 -0.008 0.004 0.000
H -0.79669 2.96838 2.54528 0.027 -0.038 -0.039
H -6.20551 3.93497 0.12257 -0.023 0.014 0.004
H -8.10446 5.30612 0.85500 0.004 -0.003 -0.003
H -8.17065 6.21106 3.15577 0.003 -0.001 0.002
H -6.31635 5.72769 4.71895 0.004 -0.004 -0.002
H -4.42012 4.34190 3.99813 0.000 -0.005 0.009
```
Positions in Å, forces in eV/Å.

=====

# 2
Below is C5H4ClNOS in the gas phase, with properties calculated with the ωB97M-V functional and the def2-TZVPD basis.

max |F| = 4.53 eV Å⁻¹
DFT total energy = -32140.3564 eV
E_HOMO (spin up / spin down) = -8.957 / -8.956 eV
molecular weight = 161.61 g mol⁻¹
Kohn-Sham gap (spin up / spin down) = 0.30031 / 0.30027 Ha

The geometry in XYZ format:
```
13
Properties=species:S:1:pos:R:3:forces:R:3
C -0.31940 -0.10930 1.67055 -0.089 -0.522 2.829
C -0.91103 0.73890 0.73372 0.472 0.159 -0.733
C 0.77131 -0.88828 1.45468 0.926 -1.040 0.147
C -0.76502 0.90168 -0.55524 -0.850 -0.248 -4.445
C 0.88354 -0.80658 -0.88389 0.705 -1.359 -0.379
N 1.44569 -0.82749 0.26461 -0.419 0.568 -0.666
O -0.65965 1.53985 -3.20891 -0.335 -0.087 1.032
S -1.45842 1.01247 -2.07637 1.118 -0.141 1.763
Cl 1.75744 -0.17722 -2.33612 -0.612 -0.844 1.410
H -0.63799 0.12310 2.73629 0.437 -0.843 -1.419
H -1.45319 1.54984 1.07065 -1.206 1.672 1.459
H 1.29160 -1.51626 2.25467 -0.854 1.291 -1.037
H 0.05513 -1.54071 -1.12465 0.707 1.393 0.038
```
Positions in Å, forces in eV/Å.

=====

# 3
Below is 12 unconnected molecules or ions with the total composition H25O12, with properties calculated with the ωB97M-V functional and the def2-TZVPD basis.

max |F| = 2.93 eV Å⁻¹
DFT total energy = -24967.8671 eV
E_HOMO = -14.119 eV
net charge = +1
molecular weight = 217.19 g mol⁻¹
Kohn-Sham gap = 0.41481 Ha

The geometry in XYZ format:
```
37
Properties=species:S:1:pos:R:3:forces:R:3
O 2.07676 2.62340 1.58662 1.510 -2.246 1.112
H 2.27376 -2.48236 0.40445 1.154 -0.302 0.051
H -1.58287 1.16849 -2.46402 0.018 0.167 0.079
O -1.39452 0.40130 0.62924 -0.209 1.358 1.322
H -1.73159 0.50478 -0.30282 0.239 -0.108 -0.200
H -2.05571 0.90311 1.20569 1.214 -0.449 -0.631
O -3.14853 -1.02698 2.80894 1.217 -2.454 0.299
H 1.19471 -0.36189 0.62053 -0.023 0.756 0.124
O 2.11553 -1.17430 -2.85840 0.254 -2.313 -0.939
H -3.84289 -1.58413 2.44097 -0.724 0.504 -0.245
H 1.73054 -1.97323 -3.29545 -0.970 1.182 0.206
O 1.89050 -2.59762 2.33746 0.018 -0.308 0.034
H 2.34560 -3.46296 2.24522 -0.749 0.690 0.509
H 1.25267 -2.63128 3.06817 0.459 -0.373 -0.279
O 3.10860 -2.70670 -0.05667 -0.666 0.090 -0.561
H -0.62071 -2.68276 -0.71083 -1.349 0.393 0.531
H 3.80322 -2.86757 0.58814 -0.244 0.199 0.166
O -3.41892 2.45618 1.20270 -0.019 -1.036 -0.143
H -3.61602 2.81511 0.32834 0.008 0.081 0.106
H 2.08543 3.04286 2.44572 -0.512 1.165 -0.817
O -1.76905 0.47073 -1.81890 -0.048 0.071 -0.947
H -1.37995 -0.29483 -2.25859 -0.047 -0.234 0.158
H -0.32954 0.85344 0.65567 -0.564 -1.099 0.297
O 1.03176 0.60555 0.63752 -0.457 -2.257 -0.580
H -2.56521 -1.82119 3.04760 -0.551 2.035 -0.141
H 1.64296 1.00150 1.27098 0.271 0.699 0.453
O -0.00079 2.67580 -0.30962 -0.863 -0.620 2.440
H -0.33530 2.21396 -1.07086 0.940 1.178 -1.322
H 0.51259 3.46513 -0.18168 -0.545 0.567 -1.761
O -0.95751 -3.59749 -0.74144 2.182 1.080 -0.548
H 2.96998 -1.64529 -2.87846 0.598 1.192 0.811
H 1.78547 2.83966 0.71387 -0.384 1.232 0.232
O 0.35359 1.93716 -3.23715 -0.837 -0.175 0.451
H -3.89290 1.60246 1.22334 -0.198 0.702 0.149
H 1.27703 1.71600 -3.10351 0.208 0.004 -0.300
H -0.06189 -3.84931 -1.05723 -0.764 -1.448 0.045
H 0.24668 2.52203 -3.98862 0.430 0.073 -0.162
```
Positions in Å, forces in eV/Å.

=====

# 4
Below is a molecular structure, BCsF4, with properties calculated with the ωB97M-V functional and the def2-TZVPD basis.

max |F| = 2.81 eV Å⁻¹
DFT total energy = -12089.7903 eV
E_HOMO (spin up / spin down) = -18.731 / -18.641 eV
net charge = +1
molecular weight = 219.71 g mol⁻¹
Kohn-Sham gap (spin up / spin down) = 0.55202 / 0.25003 Ha
spin multiplicity = 2

The geometry in XYZ format:
```
6
Properties=species:S:1:pos:R:3:forces:R:3
Cs 1.24502 2.59190 -0.63677 0.437 0.509 -0.052
B -0.22182 -0.51526 0.11994 0.891 2.666 0.058
F 0.96166 -0.32848 0.73912 0.721 -0.047 0.576
F -1.20668 -0.99342 0.96737 -0.892 -1.444 0.457
F -0.68573 0.70856 -0.34584 -0.425 -0.335 -0.413
F -0.09244 -1.46330 -0.84382 -0.732 -1.350 -0.626
```
Positions in Å, forces in eV/Å.

=====

# 5
Below is 2 unconnected molecules or ions with the total composition C12H22BFN4O3P, with properties calculated with the ωB97M-V functional and the def2-TZVPD basis.

max |F| = 1.14 eV Å⁻¹
DFT total energy = -37577.8895 eV
E_HOMO = -12.134 eV
net charge = +1
molecular weight = 331.12 g mol⁻¹
Kohn-Sham gap = 0.33493 Ha

The geometry in XYZ format:
```
44
Properties=species:S:1:pos:R:3:forces:R:3
C 1.42831 2.69775 0.02510 0.219 -0.167 0.002
C 0.55678 2.31057 -0.69671 -0.361 0.422 0.222
C -0.68259 1.98143 -1.29692 0.236 -0.310 0.107
N -1.32484 2.69379 -2.20090 0.043 0.315 -0.168
C -2.43760 1.99935 -2.42734 0.445 0.635 -0.067
N -3.38030 2.40825 -3.28360 -0.276 -0.634 0.257
F -3.18109 3.58196 -3.91055 0.010 0.088 -0.063
N -2.48777 0.88135 -1.70654 0.085 -0.661 -0.293
C -3.55742 -0.10246 -1.65052 -0.745 0.510 0.009
B -4.49895 0.11865 -0.37293 -0.043 0.272 0.321
O -4.32758 1.28929 0.34273 0.547 -0.456 -0.094
O -5.43502 -0.80559 -0.05813 0.734 -0.387 -0.007
N -1.32687 0.85097 -0.95411 -0.416 -0.138 -0.384
P -0.64543 -0.30067 0.26248 0.470 0.167 1.025
C 0.75041 -0.99163 -0.67437 -0.404 -0.319 -0.662
C -1.78400 -1.73253 0.38487 0.129 -0.021 0.007
C -1.05179 -2.79834 1.21411 0.125 0.044 -0.028
H 2.22120 2.97081 0.67962 0.106 0.025 -0.027
H -4.23416 1.93488 -3.51537 -0.112 0.230 -0.175
H -3.17836 -1.10859 -1.74774 0.111 -0.104 -0.041
H -4.16640 0.06176 -2.54124 0.032 -0.114 -0.144
H -3.93399 1.18408 1.21434 -0.248 0.307 0.195
H -5.63897 -0.78755 0.88392 -0.601 0.134 -0.079
H 0.43118 -1.65611 -1.47894 -0.054 -0.033 -0.057
H 1.35727 -1.56926 0.01620 0.160 0.150 0.143
H 1.34925 -0.19584 -1.10445 0.146 0.104 0.176
H -2.64900 -1.41441 0.96463 -0.265 -0.011 -0.186
H -2.08876 -2.18536 -0.55215 -0.048 0.042 -0.126
H -0.87497 -2.46623 2.23393 0.013 0.024 0.088
H -0.09533 -3.06205 0.77266 0.072 -0.064 -0.035
H -1.64528 -3.70685 1.23903 -0.121 -0.035 0.094
C 4.68973 -0.78462 2.33540 -0.049 -0.062 -0.083
C 5.31404 -0.19743 1.07110 0.007 0.081 0.067
C 4.08098 0.16003 0.25415 -0.002 -0.056 0.018
O 3.05260 0.49275 1.19790 0.017 -0.043 -0.033
C 3.46600 0.10169 2.51662 0.062 0.058 0.046
H 5.35072 -0.76795 3.19922 0.013 0.016 0.001
H 4.38646 -1.81888 2.15859 -0.001 -0.005 0.015
H 5.87922 0.70359 1.31609 0.004 0.004 -0.015
H 5.97836 -0.88334 0.54966 -0.008 -0.020 -0.001
H 3.74371 -0.69213 -0.34686 0.048 -0.004 -0.020
H 4.24216 1.00856 -0.41238 -0.044 0.016 0.000
H 3.70999 1.00279 3.08737 0.006 -0.022 0.028
H 2.63811 -0.40644 3.01206 -0.041 0.020 -0.033
```
Positions in Å, forces in eV/Å.

=====

# 6
Below is a molecular structure, C5H11NOS, with properties calculated with the ωB97M-V functional and the def2-TZVPD basis.

max |F| = 4.02 eV Å⁻¹
DFT total energy = -19733.3135 eV
E_HOMO = -8.347 eV
molecular weight = 133.22 g mol⁻¹
Kohn-Sham gap = 0.33139 Ha

The geometry in XYZ format:
```
19
Properties=species:S:1:pos:R:3:forces:R:3
C -1.16008 -0.74872 -0.00252 -0.908 3.788 1.003
C 1.30028 -0.82730 0.01912 -1.970 -1.885 -1.193
C 0.19252 0.83951 -1.36905 -2.311 -1.716 0.552
C -0.00661 1.13947 1.19116 -3.088 -0.041 -1.218
C 0.08942 0.16798 0.03241 0.250 -1.654 -1.366
N -1.41807 -1.91580 -0.07699 -2.977 0.680 0.068
O -4.21483 -0.24851 -0.08429 -0.349 -0.412 -0.320
S -2.91605 0.65386 0.28817 2.540 -0.828 0.286
H 1.27588 -1.38585 -0.99966 0.188 0.868 1.731
H 1.30040 -1.59013 0.79771 -0.710 -0.146 0.139
H 2.25496 -0.45460 0.15825 1.844 1.651 -0.169
H 0.02307 0.01288 -2.09436 0.478 0.761 0.107
H 1.14339 1.25782 -1.42440 1.613 0.823 -0.508
H -0.59777 1.55570 -1.53644 -0.102 0.410 0.061
H 0.49053 2.03734 0.96285 0.167 1.543 -0.695
H -1.14895 1.29718 1.45352 2.693 -0.026 -0.105
H 0.55843 0.80793 1.97889 0.766 -1.284 2.445
H -0.82891 -2.61606 -0.34302 2.302 -2.166 -0.490
H -4.37619 -0.00815 -0.99810 -0.425 -0.366 -0.326
```
Positions in Å, forces in eV/Å.

=====

# 7
Below is 2 unconnected molecules or ions with the total composition BrH2N, with properties calculated with the ωB97M-V functional and the def2-TZVPD basis.

max |F| = 5.40 eV Å⁻¹
DFT total energy = -71560.2246 eV
E_HOMO (spin up / spin down) = -9.566 / -9.433 eV
molecular weight = 95.93 g mol⁻¹
Kohn-Sham gap (spin up / spin down) = 0.32081 / 0.31059 Ha

The geometry in XYZ format:
```
4
Properties=species:S:1:pos:R:3:forces:R:3
N -0.78407 -0.66771 -0.10755 5.308 0.617 -0.804
Br -2.40065 0.02862 0.00149 -1.412 0.864 0.719
H 0.38821 0.58412 -0.75840 -1.955 -1.954 1.004
H -0.15273 -0.68910 0.76089 -1.941 0.473 -0.919
```
Positions in Å, forces in eV/Å.